DFT (ωB97M-V/def2-TZVPD) results for a cluster of 8 separate species, C42H72ClINO23P in total at a distorted geometry.

Geometry (Å):
C: -4.10 -1.91 3.73
C: -4.97 -2.69 2.76
O: -5.99 -1.92 2.14
C: -5.56 -0.90 1.25
C: -4.98 -1.42 -0.06
C: -3.47 -1.70 -0.04
C: -2.70 -0.75 -0.97
C: -1.19 -1.00 -0.93
P: -0.23 0.55 -0.88
I: 0.94 -0.13 -3.26
C: -0.72 2.17 -1.62
C: -2.21 2.42 -1.73
O: -2.78 2.25 -2.78
N: -2.89 2.78 -0.56
C: -2.47 4.06 0.03
C: -4.35 2.73 -0.72
C: -0.82 0.97 0.89
C: 0.13 0.39 1.93
C: 1.42 1.20 2.14
Cl: -0.75 0.28 3.52
H: -3.35 -2.58 4.16
H: -4.70 -1.48 4.53
H: -3.55 -1.10 3.24
H: -5.51 -3.47 3.31
H: -4.35 -3.20 2.01
H: -6.46 -0.31 1.05
H: -4.84 -0.22 1.72
H: -5.17 -0.64 -0.82
H: -5.55 -2.29 -0.38
H: -3.09 -1.53 0.98
H: -3.23 -2.74 -0.31
H: -2.94 0.26 -0.65
H: -3.06 -0.87 -1.99
H: -0.87 -1.62 -1.76
H: -0.92 -1.53 -0.01
H: 1.08 0.46 -0.43
H: -0.21 2.90 -0.99
H: -0.31 2.23 -2.62
H: -2.72 4.08 1.09
H: -2.96 4.90 -0.47
H: -1.39 4.18 -0.06
H: -4.81 3.17 0.17
H: -4.69 3.27 -1.61
H: -4.70 1.70 -0.78
H: -1.82 0.57 1.08
H: -0.87 2.05 1.04
H: 0.38 -0.65 1.69
H: 1.75 1.16 3.17
H: 1.25 2.24 1.87
H: 2.21 0.82 1.49
C: -0.02 0.09 6.79
C: 0.53 -0.68 7.96
C: 2.03 -0.55 8.19
O: 2.36 -1.82 8.76
C: 1.45 -2.73 8.34
O: 1.54 -3.90 8.49
O: 0.41 -2.10 7.74
H: 0.38 -0.28 5.85
H: -1.10 0.00 6.74
H: 0.24 1.15 6.89
H: -0.02 -0.45 8.88
H: 2.30 0.24 8.88
H: 2.57 -0.43 7.25
C: 6.58 0.22 1.95
C: 6.14 1.13 0.83
C: 5.95 2.60 1.19
O: 4.91 3.00 0.29
C: 4.19 1.91 -0.05
O: 3.16 1.92 -0.64
O: 4.81 0.79 0.38
H: 5.80 0.18 2.72
H: 6.75 -0.78 1.58
H: 7.50 0.60 2.39
H: 6.80 1.04 -0.03
H: 6.83 3.21 1.03
H: 5.59 2.72 2.21
C: -0.45 -4.73 -4.92
C: 0.27 -4.62 -3.60
C: 0.64 -5.93 -2.93
O: 0.60 -5.59 -1.54
C: -0.25 -4.54 -1.39
O: -0.63 -4.12 -0.34
O: -0.58 -4.04 -2.59
H: -1.42 -5.21 -4.77
H: -0.61 -3.75 -5.35
H: 0.15 -5.32 -5.61
H: 1.14 -3.96 -3.70
H: 1.64 -6.28 -3.19
H: -0.09 -6.71 -3.13
C: -11.98 1.21 0.10
C: -10.60 0.59 0.12
C: -9.87 0.65 1.45
O: -8.50 0.71 1.04
C: -8.46 1.25 -0.20
O: -7.46 1.61 -0.73
O: -9.70 1.33 -0.72
H: -11.91 2.28 0.29
H: -12.46 1.06 -0.86
H: -12.60 0.75 0.87
H: -10.63 -0.44 -0.25
H: -10.02 -0.23 2.08
H: -10.12 1.55 2.01
C: 3.30 5.97 0.14
C: 3.79 7.30 0.63
C: 4.09 8.33 -0.45
O: 5.15 9.09 0.14
C: 5.79 8.31 1.04
O: 6.82 8.58 1.57
O: 5.08 7.18 1.25
H: 4.08 5.46 -0.44
H: 3.05 5.32 0.98
H: 2.42 6.09 -0.49
H: 3.11 7.73 1.37
H: 3.26 8.98 -0.69
H: 4.47 7.85 -1.36
C: 3.46 0.32 -7.59
C: 4.15 -0.77 -6.82
C: 4.84 -1.83 -7.65
O: 4.72 -3.00 -6.82
C: 3.65 -2.83 -6.02
O: 3.18 -3.69 -5.33
O: 3.19 -1.57 -6.10
H: 2.64 -0.09 -8.17
H: 3.05 1.07 -6.91
H: 4.16 0.81 -8.26
H: 4.84 -0.35 -6.08
H: 5.89 -1.63 -7.85
H: 4.32 -2.02 -8.59
C: 3.62 -3.74 -2.12
C: 4.93 -4.13 -1.50
C: 4.84 -4.93 -0.22
O: 6.01 -4.51 0.50
C: 6.34 -3.27 0.06
O: 7.14 -2.56 0.58
O: 5.63 -2.96 -1.04
H: 3.08 -3.07 -1.46
H: 3.77 -3.23 -3.07
H: 3.01 -4.63 -2.31
H: 5.58 -4.63 -2.22
H: 4.87 -6.01 -0.36
H: 3.96 -4.67 0.37

Frontier orbital gap = 8.206 eV
HOMO level = -7.94 eV
Total energy = -4528.20736 hartree
LUMO = 0.27 eV
Spin multiplicity = 1

Löwdin population analysis, charges in e, atoms 1 to 99: C -0.08; C -0.27; O -0.14; C -0.22; C -0.15; C -0.19; C -0.23; C -0.36; P 0.72; I 0.26; C -0.26; C -0.51; O 0.10; N -0.17; C -0.06; C -0.06; C -0.35; C -0.74; C -0.12; Cl 0.64; H 0.08; H 0.08; H 0.03; H 0.12; H 0.11; H 0.10; H 0.12; H 0.10; H 0.12; H 0.10; H 0.11; H 0.07; H 0.13; H -0.01; H 0.08; H -0.01; H 0.08; H 0.01; H 0.09; H 0.10; H 0.07; H 0.09; H 0.10; H 0.07; H 0.06; H 0.07; H 0.09; H 0.06; H 0.08; H 0.06; C -0.06; C -0.32; C -0.10; O 0.06; C -0.57; O 0.17; O 0.08; H 0.03; H 0.08; H 0.09; H 0.16; H 0.14; H 0.14; C -0.01; C -0.31; C -0.08; O 0.05; C -0.58; O 0.12; O 0.09; H 0.09; H 0.05; H 0.10; H 0.16; H 0.14; H 0.14; C -0.01; C -0.32; C -0.09; O 0.05; C -0.57; O 0.15; O 0.07; H 0.09; H 0.09; H 0.09; H 0.13; H 0.13; H 0.14; C -0.02; C -0.32; C -0.08; O 0.04; C -0.56; O 0.16; O 0.09; H 0.09; H 0.09; H 0.09